No. 1
108
Properties=species:S:1:pos:R:3:forces:R:3:lowdin_charge:R:1 method="wB97M-V/def2-TZVPD" lumo_energy_ev=0.27 multiplicity=1 max_force_ev_per_a=5.4 homo_ev=-10.57 charge=0
Li 0.1696 0.4232 -0.1715 0.0 0.0 0.1 0.636
P -1.5985 2.0724 -1.4924 -2.8 0.7 -0.8 0.190
F -1.9591 3.5508 -0.9791 0.2 0.3 -0.6 -0.139
F -3.1820 1.7633 -1.6778 -0.2 -1.1 1.7 -0.166
F -1.8042 2.4009 -3.0773 2.4 0.6 -0.2 -0.172
F -1.1551 0.5200 -1.8417 0.0 0.2 -0.1 -0.207
F -0.0357 2.4591 -1.4293 0.0 -0.3 -0.3 -0.153
F -1.6298 1.6107 0.0719 0.6 -0.4 -0.2 -0.188
C 4.2969 2.7922 -2.8470 0.2 -1.6 0.8 -0.099
C 5.5585 1.9910 -2.3867 0.2 1.0 -1.4 -0.096
O 5.9524 2.5959 -1.1442 -1.8 0.0 0.0 0.055
C 5.0074 3.5310 -0.8108 0.9 2.8 2.1 -0.486
O 5.0896 4.2363 0.2071 -0.7 -2.6 -3.2 0.104
O 4.0812 3.7301 -1.8084 1.1 0.0 1.2 0.053
H 3.4640 2.0913 -2.7920 -0.3 0.3 -0.6 0.114
H 4.4158 3.2466 -3.8307 -0.2 0.2 0.3 0.133
H 6.3707 2.1764 -3.0896 0.1 -0.2 0.1 0.125
H 5.3427 0.9227 -2.3750 0.2 0.1 0.7 0.108
C -1.8831 -1.5391 -6.6655 -1.6 1.6 1.0 -0.113
C -1.7921 -0.7218 -5.3572 0.7 1.1 -1.7 -0.121
O -1.0348 -1.5674 -4.5403 0.4 -1.1 1.4 0.042
C -0.8524 -2.7739 -5.1147 1.8 -3.2 1.8 -0.525
O -0.2796 -3.7802 -4.6235 -1.9 4.0 -1.2 0.077
O -1.3819 -2.7958 -6.3264 0.4 -0.7 -0.7 0.085
H -1.3324 -1.0059 -7.4405 -0.2 -0.7 -0.4 0.136
H -2.9658 -1.6091 -6.7698 0.2 -0.3 -1.3 0.134
H -2.7688 -0.3741 -5.0208 0.1 -0.6 0.8 0.138
H -1.2207 0.1845 -5.5579 0.1 0.1 0.4 0.128
C -3.0164 -2.2477 -1.7546 -0.1 1.4 0.8 -0.032
C -2.0141 -3.1152 -0.9889 -1.2 -0.6 -2.0 -0.175
O -2.1602 -2.9997 0.4193 0.3 -0.4 -2.1 0.056
C -1.3966 -2.1852 1.0739 0.1 4.1 2.2 -0.535
O -0.7706 -1.1313 0.7564 -1.2 -3.8 0.3 0.034
O -1.6962 -2.5419 2.3297 0.8 0.6 1.1 -0.008
C -1.0621 -1.8921 3.4532 1.4 -0.2 -0.8 -0.009
H -4.0505 -2.2831 -1.4119 0.0 -0.5 0.4 0.078
H -3.0939 -2.3324 -2.8385 0.7 -0.5 0.1 0.073
H -2.7010 -1.2276 -1.5352 -0.2 0.3 -0.3 0.065
H -1.0205 -2.8658 -1.3613 0.2 -0.1 0.4 0.124
H -2.2665 -4.1576 -1.1833 0.5 -0.1 0.0 0.124
H -0.0051 -2.1441 3.3683 0.1 -0.2 0.3 0.078
H -1.4453 -2.3195 4.3798 -0.3 0.2 -0.4 0.104
H -1.0399 -0.8029 3.4165 -0.9 0.0 -0.1 0.067
C 2.6107 0.1710 -5.5105 0.2 0.7 0.4 -0.058
C 2.0682 -0.4908 -4.2643 -0.7 0.0 -1.7 -0.234
O 3.1214 -0.5693 -3.3148 -0.6 -0.2 2.7 0.023
C 2.7887 -0.5051 -1.9647 -2.2 2.1 0.6 -0.513
O 1.6809 -0.2107 -1.4817 2.1 -1.2 -1.6 0.049
O 3.8864 -0.5702 -1.2561 1.7 -0.7 -0.3 -0.007
C 3.9784 -0.4025 0.1811 -1.5 -0.2 0.4 0.023
H 1.9795 -0.1221 -6.3494 0.4 -0.1 -0.2 0.079
H 3.6589 -0.1130 -5.6041 -0.1 -0.1 -0.6 0.086
H 2.5414 1.2555 -5.4262 0.2 0.1 0.0 0.074
H 1.7825 -1.4704 -4.6473 0.0 -0.5 1.0 0.115
H 1.1661 0.0557 -3.9891 0.2 -0.2 0.9 0.125
H 4.0501 0.6500 0.4552 0.1 0.0 -0.3 0.099
H 4.7864 -0.9899 0.6173 0.3 0.2 -0.8 0.104
H 3.0799 -0.8018 0.6515 -0.2 0.1 -0.1 0.085
C 1.3947 6.0950 1.5913 1.3 -0.5 -0.3 -0.050
C 1.3022 4.6648 1.0244 0.6 0.7 -0.7 -0.173
O 1.1814 3.7980 2.1656 -1.0 -1.2 0.3 0.053
C 1.1818 2.4672 2.1092 0.9 -1.7 -1.3 -0.487
O 1.1845 1.7149 1.1006 -0.2 1.9 2.1 0.012
O 1.3230 2.0066 3.3627 -0.6 2.4 -1.1 0.000
C 1.4448 0.6583 3.6804 0.3 -0.4 0.7 -0.038
H 1.4247 6.8615 0.8169 -0.7 -0.2 -0.3 0.076
H 2.3982 6.2231 1.9972 -0.1 -0.2 0.6 0.073
H 0.6546 6.3191 2.3595 -0.1 -0.1 -0.2 0.081
H 2.2003 4.3171 0.5138 0.3 0.5 0.0 0.111
H 0.5569 4.6409 0.2294 -0.8 -0.7 0.7 0.118
H 0.7811 0.0188 3.0987 0.5 0.0 -0.1 0.074
H 1.1919 0.6360 4.7404 -0.4 -0.2 -0.1 0.089
H 2.5103 0.4287 3.6712 0.0 -0.6 -0.6 0.105
C -2.8511 1.8237 2.7248 -0.2 0.2 0.7 -0.048
C -2.8779 2.3215 4.1817 -1.3 -1.0 -1.7 -0.199
O -1.5985 2.0352 4.7000 0.9 0.3 0.1 0.031
C -1.4371 2.2076 5.9957 0.8 1.4 0.9 -0.544
O -2.3216 2.4500 6.7923 1.4 -0.6 -0.3 0.129
O -0.0650 2.2257 6.1959 -0.7 -1.0 -1.4 -0.048
C 0.4697 2.2251 7.4985 -2.2 1.1 1.4 -0.057
H -2.0819 2.3355 2.1463 0.0 0.0 0.2 0.067
H -3.8067 2.0388 2.2467 0.0 -0.1 0.0 0.083
H -2.6787 0.7484 2.6797 0.0 0.0 -0.1 0.061
H -3.6068 1.7924 4.7955 -0.1 0.0 -0.1 0.123
H -3.1976 3.3623 4.1303 0.7 0.3 0.7 0.131
H 1.5486 2.1192 7.6120 -0.2 -0.2 -0.8 0.098
H -0.1134 1.5273 8.0994 0.5 -0.5 0.2 0.094
H 0.1456 3.1853 7.8997 0.5 0.2 0.5 0.093
C 2.0449 -4.4921 -1.4854 -0.9 0.2 -3.2 -0.129
C 2.6210 -5.5706 -0.7193 0.3 -2.4 0.8 -0.268
O 2.0245 -5.2987 0.5928 1.5 -0.5 -0.7 0.152
C 1.9258 -3.9625 0.6560 -1.6 3.1 3.5 -0.458
O 1.6843 -3.2831 1.6948 1.2 -2.9 -4.4 0.104
O 2.0237 -3.4642 -0.6057 -0.3 2.6 3.3 0.071
F 3.9744 -5.4964 -0.7210 0.8 0.6 0.9 0.079
H 1.0274 -4.7326 -1.7934 -0.1 -0.2 -0.2 0.151
H 2.5821 -4.0884 -2.3436 0.2 -0.8 -0.2 0.163
H 2.4910 -6.6120 -1.0138 -1.1 0.2 0.2 0.178
C -5.2199 -3.2346 2.1027 -1.0 -0.6 -0.9 -0.062
C -6.6474 -2.7048 1.7951 1.2 0.1 0.7 -0.256
O -6.3980 -1.5085 1.0767 -0.6 -0.6 0.2 0.129
C -5.1295 -1.0838 1.3795 0.6 -0.3 -1.1 -0.530
O -4.5741 -0.1299 0.9390 -0.9 -0.2 0.5 0.190
O -4.5324 -2.0239 2.1138 1.3 0.5 0.9 0.057
F -7.0843 -2.3749 3.0514 -0.9 0.5 0.5 0.039
H -4.7560 -3.8711 1.3492 -0.2 -0.1 -0.2 0.135
H -5.1925 -3.7548 3.0602 0.0 0.4 0.0 0.143
H -7.4371 -3.3327 1.3825 0.4 0.2 -0.6 0.169


No. 2
26
Properties=species:S:1:pos:R:3:forces:R:3:nbo_charge:R:1 method="wB97M-V/def2-TZVPD" e_above_lowest_kj_mol=472.8 lumo_energy_ev=-7.44 multiplicity=1 max_force_ev_per_a=5.5 homo_ev=-14.10 charge=+1
C 1.1750 0.6529 -1.3254 -0.9 0.7 -0.1 -0.772
C 0.1609 0.7834 -0.1502 -0.9 -3.2 -4.1 0.387
C -0.4453 -0.4015 0.5128 3.7 0.1 4.1 -0.566
C -1.4564 -1.1387 -0.3437 -1.1 -0.6 -0.4 -0.358
C -2.7528 -0.2823 -0.5099 1.9 0.9 -1.2 -0.391
C -3.6186 -0.3386 0.7328 0.0 -2.3 1.0 -0.626
N 2.7719 1.0194 1.0222 -0.8 0.9 0.1 -0.999
H 0.6438 0.8936 -2.3356 0.3 -0.3 1.8 0.324
H 1.9483 1.4341 -1.2749 -0.3 0.1 -0.2 0.296
H 1.7452 -0.2818 -1.4144 -0.5 0.0 0.4 0.293
H -0.5798 1.5462 -0.2873 0.5 1.5 0.7 0.213
H 0.3683 -1.2105 0.7095 -1.0 1.5 -0.2 0.268
H -0.8271 -0.0703 1.5751 0.2 -0.6 -2.0 0.280
H -1.6448 -2.0877 0.1847 -0.1 0.4 0.0 0.250
H -0.8631 -1.4598 -1.2012 -0.7 0.3 -0.6 0.230
H -2.2461 0.7473 -0.6139 -1.7 -1.0 -0.1 0.159
H -3.2789 -0.4776 -1.4781 0.4 -0.1 1.0 0.248
H -3.4937 -1.3633 1.3111 -0.5 1.8 -1.4 0.214
H -4.6750 -0.1479 0.5610 0.0 -0.2 -0.2 0.248
H -3.3129 0.3654 1.4675 0.3 0.8 0.6 0.211
H 2.6464 0.9875 2.0298 0.0 0.1 0.0 0.395
H 1.8915 0.7925 0.5504 0.9 -0.1 0.9 0.327
H 2.9977 1.9818 0.7358 0.0 -0.5 0.4 0.388
H 3.7627 -0.3016 0.2355 -1.0 0.9 0.8 0.473
H 4.9728 -0.8573 -0.1975 3.1 -0.7 0.3 0.469
O 4.1099 -0.7856 -0.4958 -1.8 -0.4 -1.4 -0.960